Density functional theory data (ωB97M-V/def2-TZVPD) for a molecular structure, C27H57BeF3N4O7S2 in a non-equilibrium geometry.

Structure (XYZ):
```
101
Properties=species:S:1:pos:R:3:forces:R:3
Be -0.626798 1.882531 1.161341 -0.3985 -2.6859 -2.7130
F -0.320548 0.015441 -0.450569 -0.5519 1.3697 1.2352
N -4.290088 1.271371 2.398681 1.4284 0.4452 -3.7650
S -4.286178 1.610371 0.740411 -2.1790 6.2770 0.4609
O -5.344648 1.112031 -0.072959 1.0879 -0.8615 0.2876
O -3.001978 1.981811 0.086931 -0.2991 -1.2134 1.2859
F -4.849668 3.087441 1.084521 0.4355 -0.5244 -0.5431
S -3.513268 -0.062019 2.179211 -0.7969 -4.7610 5.6195
O -2.087338 0.004521 1.851711 -0.0878 0.6717 -0.7756
O -4.418998 -1.102499 1.741471 2.1433 0.6126 -1.0444
F -3.406498 -0.474079 3.755841 0.2193 0.6520 -1.0808
C 0.985282 5.266891 -2.313449 -0.1797 -0.5127 0.5802
C 0.720292 3.823151 -1.752739 -1.2319 0.9972 0.3371
C 1.413942 2.802971 -2.595759 1.2000 -1.2029 -1.0265
C 2.917772 2.685491 -2.414139 -0.7186 0.0557 0.6182
C 3.218292 2.557041 -0.917059 1.0630 1.1462 -0.0717
C 2.546102 3.547361 0.079571 0.6467 1.4712 -1.3233
N 1.101872 3.612161 -0.289269 0.0770 -3.0793 -0.8996
O 0.316382 4.322541 0.588351 -0.4654 0.7502 0.7042
C 2.830252 3.049681 1.498421 -0.1655 0.7290 -0.1183
C 3.247892 5.027571 -0.050529 -0.4271 -1.2657 0.1052
C -0.798258 3.565161 -1.946689 -0.2424 -0.5169 -0.3302
H 0.756102 6.042141 -1.582309 0.2467 0.0429 0.2030
H 0.260412 5.458951 -3.104509 0.2447 -0.1815 -0.1935
H 2.001452 5.379621 -2.691329 -0.1280 0.1265 0.0744
H 1.046862 1.790431 -2.428059 -0.6137 0.0808 0.1776
H 1.278972 3.048061 -3.649239 -0.5761 0.0290 -0.0308
H 3.406402 3.504171 -2.942449 0.2876 0.3339 0.5643
H 3.308852 1.798701 -2.912899 -0.2092 -0.1247 -0.0115
H 4.277682 2.812251 -0.891559 0.2709 -0.3424 0.6818
H 3.089982 1.552021 -0.515109 -0.1634 -0.1256 -0.3276
H 3.900902 2.864091 1.584271 0.0450 0.0257 -0.1186
H 2.609232 3.853781 2.200331 -0.1945 -0.2181 0.2634
H 2.351802 2.113441 1.785881 -0.4038 -0.0348 -0.1988
H 4.147832 5.027891 0.564461 0.0687 -0.1449 -0.1387
H 3.517182 5.288441 -1.074019 -0.0007 -0.2954 0.0240
H 2.669262 5.872341 0.323181 -0.4144 -0.1666 0.1556
H -1.103818 2.549481 -1.695439 0.1776 -0.1341 0.9347
H -1.037318 3.494391 -3.007789 0.4911 0.4840 -0.3665
H -1.524738 4.289031 -1.577449 0.3815 0.0783 0.4857
H 0.633312 5.225451 0.511391 -0.2325 0.9124 0.3866
C -2.567468 -0.223249 -3.543499 1.1692 -0.6719 0.8609
C -3.592488 -1.317749 -3.105799 -2.2320 1.2738 -2.7416
C -3.860188 -2.236489 -4.423899 1.1209 0.1899 1.5384
C -2.694058 -3.202579 -4.613379 -0.7166 1.3709 -0.4994
C -2.569158 -4.004479 -3.371039 1.4557 -0.3430 0.3972
C -2.196198 -3.188519 -2.039379 0.1680 -3.0346 -1.6765
N -3.031848 -2.043319 -1.949599 0.5121 1.9496 0.2231
O -2.763258 -1.262279 -0.861019 -2.1587 -0.8423 -1.0559
C -2.445848 -4.168209 -0.896589 -0.9230 -0.2964 1.2692
C -0.669318 -2.821369 -2.054199 -0.7615 0.6008 -0.4297
C -4.964598 -0.599429 -2.820319 0.7054 -0.6259 1.4137
H -1.816078 -0.804879 -4.077569 0.3312 0.6380 -0.1786
H -2.093238 0.243961 -2.680419 0.1119 -0.1578 0.1810
H -2.872718 0.643451 -4.129809 -0.8589 -0.6123 -0.2375
H -4.790418 -2.788289 -4.288669 -0.0592 0.0712 -0.0539
H -3.914888 -1.600159 -5.307189 -0.3496 0.3612 0.3570
H -1.787778 -2.633059 -4.819329 0.1838 0.0198 0.0634
H -2.854268 -3.775079 -5.526989 -0.0445 -0.4147 0.2456
H -1.697768 -4.633289 -3.553759 -0.0996 -0.4642 0.4854
H -3.438368 -4.656559 -3.285189 -0.0457 0.1547 0.5391
H -1.722028 -4.982799 -0.921389 0.0297 0.1794 -0.1042
H -2.500828 -3.762649 0.113661 0.8922 0.6253 -0.0487
H -3.442408 -4.609559 -0.883509 -0.1181 -0.1713 -0.8703
H -0.365928 -2.500289 -1.057729 0.2073 0.1082 -0.1993
H -0.052198 -3.644209 -2.415019 -0.3779 -0.3137 0.3769
H -0.514488 -2.044509 -2.802949 0.1654 0.3298 0.3140
H -5.383028 -0.126739 -3.708909 0.3000 -0.3316 -0.1007
H -4.867968 0.156981 -2.041469 0.1804 0.0379 -0.1629
H -5.653428 -1.330809 -2.397599 -0.2423 -0.0332 -0.2851
H -1.849228 -0.986619 -0.961769 1.9917 0.8650 0.6686
C -0.455788 -1.809079 4.215411 0.6445 0.4433 -0.4955
C 1.089212 -1.741349 4.137931 0.3371 -1.0802 -0.2122
C 1.691292 -3.120809 4.468571 1.4070 -1.4620 -0.0094
C 3.224912 -3.308879 4.246391 0.1299 1.6038 -0.2961
C 3.585282 -2.924009 2.824421 -1.4139 0.1450 -0.3137
C 2.993602 -1.523709 2.431601 -0.3471 0.0418 -1.8546
N 1.547782 -1.425219 2.746311 0.0915 -2.1420 2.0847
O 0.882902 -0.336869 2.187211 -0.1408 0.7647 -0.2353
C 3.849322 -0.385819 2.933391 0.3398 -0.2849 0.6904
C 2.986632 -1.534279 0.906151 -0.4160 -0.3013 -0.5900
C 1.604062 -0.791959 5.174081 0.0796 1.5249 0.9835
H -0.846998 -0.801199 4.076721 -0.1264 -0.0964 -0.1243
H -0.831638 -2.148579 5.180591 0.3525 -0.1667 0.0154
H -0.837538 -2.460819 3.429541 -0.0998 0.0157 -0.0065
H 1.517242 -3.393989 5.509321 -0.3834 0.2923 0.0963
H 1.318702 -3.959879 3.881011 -0.8764 0.2946 -0.2419
H 3.611432 -4.300829 4.480341 -0.3969 -0.0419 0.1501
H 3.791262 -2.589919 4.838371 0.0068 -0.1861 0.6383
H 3.124942 -3.615399 2.118611 -0.1446 -0.2571 0.0676
H 4.650332 -2.998539 2.604881 0.1081 0.4723 0.1699
H 4.186932 -0.757789 3.900741 0.4905 0.8086 0.1533
H 4.693252 -0.248009 2.257471 0.1446 -0.0246 0.1876
H 3.347052 0.575101 3.044971 -0.1692 -0.1885 0.0326
H 2.416862 -0.709359 0.478391 0.4874 0.3648 0.0006
H 3.986312 -1.628979 0.482151 0.0082 0.2228 0.0057
H 2.409912 -2.405319 0.595051 0.0851 -0.2123 -0.1127
H 1.402852 0.248641 4.919591 0.0524 0.1622 -0.3757
H 2.667692 -0.857519 5.403221 -0.0603 -0.1525 -0.2156
H 1.086892 -0.880629 6.129481 -0.1080 -0.4661 0.0341
H 0.332612 -0.813909 1.561751 -0.4539 0.5434 -0.6237
```
Positions in Å, forces in eV/Å.

The expectation value of S² is 0.754. The charge is +1. The orbital gap (alpha / beta) comes out at 4.47 / 4.47 eV. The value obtained for the HOMO energy (alpha / beta) is -10.70 / -10.70 eV. The multiplicity is 2.